1.
Below is a molecular structure, C24H17Cl2N4O3S2Ta in a non-equilibrium geometry, with properties calculated with ωB97M-V/def2-TZVPD.

Structure (XYZ):
```
53
Properties=species:S:1:pos:R:3:lowdin_spin:R:1
Ta 12.81544 10.08671 12.01067 0.3834
O 8.38993 9.65581 12.27871 0.0004
C 8.27727 9.69620 13.62376 0.0021
C 6.97584 9.68123 14.18234 -0.0005
C 6.86186 9.93797 15.53690 0.0021
C 7.96361 10.01177 16.37573 -0.0003
C 9.24475 9.88676 15.87709 0.0020
C 9.43009 9.70881 14.48667 -0.0004
C 10.76325 9.55740 13.96016 0.0132
O 10.94691 9.62464 12.62084 0.0116
N 11.79584 9.38550 14.75114 -0.0221
N 12.93696 9.33350 13.98921 0.0382
C 14.13533 9.00478 14.45052 0.1876
C 15.23713 8.85377 13.58764 0.0431
C 16.55279 8.53286 14.02105 0.0528
C 17.57873 8.47105 13.06838 0.0330
C 17.27855 8.69037 11.75181 0.0531
C 16.01036 9.13865 11.36218 0.0327
N 14.99269 9.23652 12.25748 0.0615
H 9.39052 9.60770 12.09924 0.0001
H 6.09507 9.59926 13.52881 -0.0001
H 5.89036 10.03073 15.97804 0.0001
H 7.81720 10.21615 17.40234 -0.0001
H 10.06721 9.83709 16.58724 0.0001
H 14.29225 8.82697 15.52504 0.0087
H 16.71984 8.33487 15.10169 0.0009
H 18.60643 8.35626 13.42346 0.0006
H 18.02250 8.53338 10.94724 0.0021
H 15.78210 9.38730 10.31121 0.0006
Cl 12.31550 7.63133 10.99703 0.0174
C 13.10271 7.55040 9.45140 0.0005
C 13.24053 6.27174 8.81333 0.0008
C 14.00857 6.13482 7.66529 -0.0003
C 14.55149 7.27820 7.08276 0.0006
C 14.28997 8.57302 7.62160 0.0001
Cl 14.94081 9.98463 6.86805 0.0005
C 13.60479 8.68579 8.87787 0.0012
S 13.29459 10.28418 9.59765 0.0112
H 12.79716 5.41174 9.29512 0.0001
H 14.10629 5.11879 7.23514 0.0000
H 15.17340 7.19823 6.16216 0.0001
O 13.81697 11.63612 12.42278 0.0362
N 13.29249 12.95260 12.65752 0.0150
C 14.10653 13.82362 13.29157 0.0010
C 13.72604 15.15538 13.36415 -0.0001
C 12.55738 15.53802 12.63375 -0.0002
C 11.67806 14.62078 12.06961 0.0006
C 12.10104 13.29776 12.08598 0.0022
S 11.19361 12.07436 11.41835 0.0056
H 15.02066 13.41316 13.63806 0.0004
H 14.25074 15.84558 14.01579 0.0000
H 12.32146 16.58002 12.41890 0.0000
H 10.71923 14.88761 11.62832 0.0002
```

Charge = +1
Energy above the lowest of the compared OMol25 structures with the same formula, charge and spin = 13.4 kcal per mole
E_HOMO (spin up / spin down) = -9.43 / -10.60 eV
E = -85528.68795 eV
Expectation value of S² = 0.7761
2S+1 = 2
Molecular weight = 725.4 g mol⁻¹
Kohn-Sham gap (spin up / spin down) = 5.12 / 6.45 eV


2.
Below is 10 unconnected molecules or ions with the total composition C32H69BrF4IN2O11 in a non-equilibrium geometry, with properties calculated with ωB97M-V/def2-TZVPD.

Structure (XYZ):
```
120
Properties=species:S:1:pos:R:3:mulliken_charge:R:1
C 4.16900 -2.10228 0.56948 -1.2185
C 3.43442 -1.09216 1.46693 1.2908
C 4.35237 -0.47373 2.52123 -1.4455
C 3.61668 0.37787 3.56211 -0.1708
C 3.52896 1.85420 3.14986 -0.7144
C 2.12669 2.47555 3.30808 -1.9242
C 1.30051 2.19778 2.07294 0.1075
C 1.53098 3.02502 0.94869 -0.4425
N 1.00256 2.77616 -0.29231 0.5891
C 1.43271 3.73478 -1.33576 -1.2503
C 2.74349 3.28800 -2.00342 1.0767
C 2.74877 3.26617 -3.49457 -0.9543
N 3.78682 3.00436 -1.34328 -0.6314
C 0.20368 1.67991 -0.53118 0.5872
C -0.30601 1.39010 -1.91562 -1.7108
C 0.46134 0.26213 -2.66822 -1.0161
C 1.83328 -0.08104 -2.09471 -0.4069
I 3.09866 -0.84085 -3.64807 0.0617
C -0.11205 0.79198 0.58013 1.8166
C -0.94115 -0.46080 0.31643 -2.4480
C -2.47790 -0.26507 0.36149 0.3590
C -3.15777 -1.11213 1.43577 -1.8529
Br -3.24480 -0.77784 -1.37226 -0.1721
C 0.40218 1.10905 1.88033 1.9760
C -0.00081 0.25698 3.05819 -1.4847
O 0.13175 -0.91434 3.10658 -0.4610
O -0.47791 0.93993 4.16110 -0.4425
C -1.63646 1.68908 4.05751 0.7529
F -2.10319 1.78807 5.28694 -0.3139
F -2.50728 1.02392 3.29732 -0.2256
C -1.44116 3.11123 3.47062 0.4612
F -1.59385 3.04052 2.13315 -0.2260
F -2.36213 3.93302 3.96868 -0.3017
H 3.76726 -2.11609 -0.44219 0.1257
H 5.23063 -1.86618 0.51029 0.3767
H 4.06996 -3.11091 0.96551 0.3785
H 3.01642 -0.30161 0.83328 -0.6149
H 2.61685 -1.59930 1.97990 0.1732
H 5.09115 0.14388 2.00508 0.3601
H 4.89894 -1.27824 3.01411 0.4550
H 2.61520 -0.02848 3.71745 0.1599
H 4.12258 0.29962 4.52112 0.3388
H 4.24738 2.46841 3.68844 0.5111
H 3.80501 1.92172 2.09254 0.1525
H 1.64663 2.10502 4.20592 0.5057
H 2.23630 3.55632 3.41755 0.7375
H 2.17652 3.88844 1.02933 0.6814
H 1.59803 4.68036 -0.82421 0.5712
H 0.65142 3.89677 -2.06576 0.4399
H 3.65000 2.76297 -3.83256 0.4319
H 2.79361 4.29505 -3.85756 0.1423
H 1.86372 2.79044 -3.91015 -0.0951
H 3.66573 3.08760 -0.33361 0.2775
H -0.33762 2.27155 -2.54497 0.6090
H -1.33846 1.07534 -1.80093 0.3460
H 0.59615 0.59394 -3.69487 0.7030
H -0.15639 -0.63290 -2.71785 0.5342
H 1.81402 -0.87791 -1.35848 0.6227
H 2.35887 0.78895 -1.71784 -0.2982
H -0.65518 -0.82831 -0.66096 0.4019
H -0.66583 -1.23722 1.01720 0.7851
H -2.73174 0.78551 0.47838 0.6319
H -4.08893 -0.64148 1.74664 0.3210
H -2.51646 -1.22866 2.30638 0.2907
H -3.41638 -2.09418 1.06030 0.7127
H -0.45162 3.50633 3.69034 0.0669
C 2.62668 -5.25602 -2.87618 -0.4157
O 3.73196 -4.44578 -2.48768 -0.4483
H 2.98868 -6.28027 -2.90859 0.2555
H 1.80917 -5.20367 -2.15048 0.2404
H 2.25251 -4.99332 -3.86860 0.1537
H 3.44413 -3.53075 -2.44383 0.1568
C 2.03955 -2.89488 -7.25264 -0.5152
O 1.77322 -3.52544 -6.00669 -0.4403
H 1.82241 -3.62438 -8.02836 0.2436
H 1.40329 -2.01892 -7.41118 0.2119
H 3.08769 -2.59648 -7.34252 0.2557
H 1.95847 -2.89457 -5.30592 0.1523
C 2.35423 1.09505 7.48446 -0.5092
O 3.32308 0.23459 6.89664 -0.4493
H 2.27065 1.96537 6.83527 0.1417
H 1.37389 0.61678 7.55662 0.2540
H 2.65898 1.43611 8.47612 0.3296
H 3.41573 -0.53859 7.45861 0.2737
C -4.39306 -4.59933 3.07559 -0.2706
O -4.07483 -4.08148 1.78582 -0.4519
H -4.45382 -3.76362 3.76777 0.0411
H -5.35922 -5.10772 3.05942 0.0968
H -3.62607 -5.29662 3.42121 0.2931
H -4.03051 -4.82544 1.17733 0.2598
C -6.99678 1.18762 -2.65805 -0.4825
O -6.96931 0.21021 -1.62687 -0.4701
H -7.73698 1.92987 -2.37060 0.2308
H -6.02895 1.68639 -2.77171 0.1986
H -7.29083 0.75906 -3.61971 0.2553
H -6.31988 -0.45543 -1.86510 0.2602
C 4.38834 6.11031 -5.65717 -0.5448
O 3.86750 4.90081 -6.20440 -0.4505
H 3.90441 6.26074 -4.69409 0.1849
H 5.46669 6.05061 -5.49630 0.2847
H 4.16754 6.97113 -6.29168 0.2930
H 4.29325 4.75718 -7.05320 0.2788
C -5.30820 -0.99206 5.58672 -0.5592
O -6.01275 -2.16056 5.18622 -0.4918
H -4.29937 -1.30583 5.84637 0.2103
H -5.24885 -0.25542 4.77972 0.2165
H -5.76147 -0.52283 6.46324 0.3800
H -6.90830 -1.90534 4.95315 0.2781
C -0.23695 2.44560 -6.75788 -0.6383
O 0.00659 1.56942 -5.65220 -0.4188
H 0.42843 3.29549 -6.63780 0.2007
H -0.00791 1.95632 -7.70615 0.2676
H -1.27202 2.79352 -6.77221 0.2939
H -0.56298 0.80220 -5.75445 0.2553
C -6.85768 -6.83723 0.99797 -0.5275
O -5.61522 -7.41568 1.38762 -0.5028
H -6.78189 -6.61464 -0.06329 0.2064
H -7.69055 -7.52725 1.14992 0.2938
H -7.06269 -5.90699 1.53570 0.2347
H -5.66619 -7.63017 2.32206 0.3035
```

Charge = +1
E_HOMO = -11.61 eV
E = -148808.93996 eV
Molecular weight = 940.7 g mol⁻¹
Kohn-Sham gap = 7.29 eV


3.
Below is a molecular structure, C18H28HgN4O4STa in a non-equilibrium geometry, with properties calculated with ωB97M-V/def2-TZVPD.

Structure (XYZ):
```
57
Properties=species:S:1:pos:R:3:lowdin_spin:R:1
N -0.88344 -1.93545 -0.36861 0.1806
C -1.84262 -2.63866 0.02043 0.1111
O -2.20382 -3.21157 1.07740 0.0163
Hg -0.78234 -4.24662 -1.38016 0.6224
Ta 0.01804 -0.24548 -0.22153 0.0219
N -0.84734 0.83112 -1.64254 0.0009
N 1.97378 -0.22685 -0.22474 0.0123
C -2.21954 0.53835 -2.23446 0.0007
C 2.97344 -0.70024 0.79636 0.0013
C -2.08129 -0.63505 -3.18225 0.0019
C -2.75343 1.71218 -3.03004 0.0004
C -3.18490 0.25288 -1.09843 0.0023
C 4.32526 -0.96787 0.14703 0.0008
C 3.19932 0.27608 1.97609 0.0003
C 2.40959 -2.02517 1.29678 0.0009
H -1.42241 -0.37786 -4.02188 0.0000
H -3.07273 -0.88178 -3.58961 0.0000
H -1.69034 -1.50551 -2.66348 0.0061
H -3.00228 2.58493 -2.41895 0.0000
H -3.69048 1.39419 -3.47956 0.0000
H -2.09760 2.03868 -3.83593 0.0000
H -2.91780 -0.66350 -0.58223 0.0012
H -4.19564 0.10110 -1.50730 0.0002
H -3.20338 1.08815 -0.38861 0.0000
H 4.23105 -1.56270 -0.76403 0.0000
H 4.95819 -1.53738 0.84271 0.0002
H 4.88419 -0.05422 -0.07675 0.0000
H 3.63404 1.22728 1.63059 0.0000
H 3.90460 -0.20220 2.69340 0.0000
H 2.24399 0.45387 2.48864 0.0000
H 1.61253 -1.84145 2.01968 0.0000
H 3.20977 -2.56344 1.83139 0.0000
H 2.01712 -2.66586 0.48767 0.0015
C 2.58302 0.81820 -1.11601 0.0004
H 1.91713 1.07286 -1.93116 0.0000
H 2.91560 1.78484 -0.66217 0.0005
H 3.49221 0.41329 -1.61947 0.0000
C -0.38466 2.24405 -1.75026 0.0004
H -1.19621 2.94947 -1.58172 0.0000
H 0.36609 2.43876 -0.99539 0.0000
H 0.06453 2.46545 -2.71119 0.0002
O 0.92856 -1.59386 4.80639 0.0005
S -0.38537 -1.64363 4.21084 0.0008
O -1.16718 -2.83195 4.35458 0.0004
N -0.30199 -1.08184 2.58924 0.0061
C -0.88925 0.08124 2.46945 0.0010
O -0.93277 0.67973 1.27250 0.0018
C -1.50603 0.63602 3.66757 0.0008
C -2.21021 1.85155 3.82124 0.0009
C -2.76357 2.14879 5.08336 0.0000
C -2.61368 1.24289 6.16282 0.0016
C -1.89391 0.03960 5.98734 0.0001
C -1.34260 -0.22982 4.72206 0.0012
H -2.30437 2.52362 2.96305 0.0000
H -3.32369 3.08206 5.25719 0.0000
H -3.04827 1.44550 7.15488 0.0001
H -1.73726 -0.70268 6.76039 0.0000
```

Charge = +2
Energy above the lowest of the compared OMol25 structures with the same formula, charge and spin = 0.0 kcal per mole
E_HOMO (spin up / spin down) = -14.77 / -14.77 eV
E = -49814.08351 eV
Expectation value of S² = 0.7575
2S+1 = 2
Molecular weight = 778.1 g mol⁻¹
Kohn-Sham gap (spin up / spin down) = 5.61 / 3.53 eV


4.
Below is a molecular structure, C53H51CaN6P2S2SeTe, with properties calculated with ωB97M-V/def2-TZVPD.

Structure (XYZ):
```
117
Properties=species:S:1:pos:R:3:mulliken_charge:R:1
Ca -0.15239 0.64000 0.10017 0.7082
C 2.91137 -1.63274 -2.55656 -2.1187
N 3.84879 -0.76201 -1.85628 1.3361
C 4.12484 -1.14102 -0.48570 -1.9285
P 2.65854 -0.92861 0.67496 2.1095
C 2.53820 -2.62561 1.34785 0.2799
C 1.33115 -3.29970 1.18629 -0.1548
C 1.20056 -4.61496 1.61532 -0.8134
C 2.27051 -5.26207 2.21325 -0.5291
C 3.48259 -4.59955 2.37043 -0.8781
C 3.61693 -3.29177 1.93313 -0.2623
C 3.46489 0.06548 1.99579 0.5236
C 3.67360 -0.34777 3.30974 -0.9769
C 4.20114 0.53132 4.24888 -0.5886
C 4.51310 1.83634 3.89414 -0.9147
C 4.28870 2.26496 2.59219 -0.9802
C 3.76508 1.38750 1.65704 0.0573
C 4.90590 -0.15616 -2.56480 -0.1576
C 5.40307 1.06621 -2.10236 0.3187
C 6.42658 1.71757 -2.76567 -0.8921
C 6.97474 1.17425 -3.92152 -0.5618
C 6.48785 -0.03552 -4.38915 -0.7281
C 5.47113 -0.70090 -3.71724 -0.2866
P 1.21554 -0.78989 -2.51830 1.2468
C 0.39534 -1.85183 -3.76075 0.3191
C 0.35155 -3.22525 -3.53033 -0.5285
C -0.28170 -4.07418 -4.42752 -0.6758
C -0.89424 -3.55607 -5.55775 -0.4917
C -0.87427 -2.18584 -5.78463 -0.7501
C -0.23467 -1.33940 -4.89187 -0.2877
C 1.76411 0.67983 -3.49256 0.4563
C 1.63509 1.93968 -2.91492 -0.4805
C 2.17512 3.06709 -3.51827 -0.7674
C 2.84468 2.95205 -4.72777 -0.6545
C 2.96096 1.70648 -5.33076 -0.8847
C 2.42750 0.58386 -4.71519 0.0502
H 2.86480 -2.62444 -2.09406 0.5400
H 3.21137 -1.78012 -3.59145 0.5819
H 4.93999 -0.52504 -0.10802 0.8220
H 4.45318 -2.18922 -0.42771 0.2569
H 0.49248 -2.79848 0.70833 -0.0389
H 0.25674 -5.12740 1.47799 0.5065
H 2.16641 -6.28520 2.55311 0.4023
H 4.32415 -5.10425 2.82878 0.4102
H 4.56732 -2.78272 2.05084 0.4533
H 3.40684 -1.35303 3.61104 0.3367
H 4.36254 0.18862 5.26430 0.4798
H 4.92638 2.51829 4.62764 0.3709
H 4.50368 3.28782 2.30846 0.4381
H 3.55116 1.74001 0.65275 0.1582
H 4.94432 1.51998 -1.23270 0.3199
H 6.78022 2.67074 -2.39234 0.3987
H 7.76363 1.69141 -4.45195 0.3835
H 6.90391 -0.47699 -5.28662 0.3977
H 5.12291 -1.65103 -4.09844 0.4742
H 0.78242 -3.63052 -2.62209 0.2821
H -0.31601 -5.13833 -4.22890 0.4052
H -1.40185 -4.21480 -6.25193 0.3554
H -1.37106 -1.77094 -6.65340 0.4002
H -0.24938 -0.26977 -5.05373 0.4771
H 1.08416 2.05770 -1.98862 0.3411
H 2.06398 4.03211 -3.03843 0.5587
H 3.27078 3.82793 -5.20174 0.3799
H 3.47789 1.60702 -6.27774 0.4070
H 2.53052 -0.38191 -5.19777 0.4199
S -0.61499 5.50657 0.87247 -0.3730
C 1.05558 5.36693 0.53112 -0.5913
C 1.43433 4.06642 0.39155 -1.0475
C 0.38207 3.09709 0.55588 -0.7264
C -0.78826 3.75318 0.82840 1.5460
C -2.11114 3.15707 1.07254 -0.2901
C -3.26576 3.92155 1.23107 -1.0294
C -4.47116 3.28767 1.45951 -0.4003
C -4.50217 1.90367 1.54301 -1.0706
C -3.31500 1.21335 1.37027 -0.3925
N -2.15034 1.81544 1.14457 0.6700
H 1.66883 6.25178 0.44275 0.4344
H 2.46141 3.80373 0.15754 0.4171
H -3.22263 4.99921 1.14458 0.3481
H -5.37987 3.86815 1.55968 0.3969
H -5.42497 1.36542 1.71057 0.4966
H -3.28420 0.12970 1.37710 0.3629
Te -1.99129 -1.66500 -0.77867 -0.7729
N 0.57093 2.01542 3.45398 -0.0481
C 0.53827 0.73092 3.84231 0.4602
S 0.00428 -0.47765 2.80928 -0.2306
N 0.92120 0.54193 5.13965 0.0002
C 1.16708 -0.61922 5.89656 0.7671
C 0.67881 -1.88933 5.60215 -0.3911
C 1.00158 -2.95502 6.43201 -0.7417
C 1.78890 -2.78179 7.55896 -0.4949
C 2.25916 -1.51150 7.86108 -0.6626
C 1.95271 -0.44350 7.03792 -0.4804
H 0.37088 2.28287 2.47496 -0.2264
H 0.99911 2.72281 4.02888 0.2695
H 1.26949 1.37417 5.59018 0.2232
H 0.05882 -2.04382 4.73608 0.4154
H 0.62118 -3.93722 6.18279 0.3993
H 2.03076 -3.62218 8.19598 0.3923
H 2.87202 -1.34894 8.73856 0.3562
H 2.33400 0.54518 7.27284 0.3207
C -3.46857 3.57129 -4.39350 -0.9191
N -4.23661 2.40155 -4.03715 0.5003
C -4.16538 1.20076 -4.72252 -0.5406
C -4.81555 0.29793 -3.96445 -0.5786
N -5.26430 0.98182 -2.84952 0.4217
C -5.81710 0.33011 -1.68352 -0.7977
C -4.88723 2.28665 -2.84845 -0.7334
Se -1.78546 0.47121 -2.21412 -0.0677
H -3.65944 3.86233 -5.42863 0.3423
H -2.40127 3.37871 -4.26538 0.2607
H -3.76248 4.37850 -3.72798 0.3372
H -3.63117 1.08730 -5.64960 0.4404
H -4.95350 -0.76101 -4.09483 0.4101
H -6.76357 -0.16268 -1.91899 0.3390
H -5.98408 1.09669 -0.93145 0.2654
H -5.10550 -0.40074 -1.29229 0.1821
```

Charge = -1
Energy above the lowest of the compared OMol25 structures with the same formula, charge and spin = 3.1 kcal per mole
E_HOMO = -2.83 eV
E = -196059.79672 eV
Molecular weight = 1144.8 g mol⁻¹
Kohn-Sham gap = 4.85 eV